Entry from the Open Molecules 2025 dataset: a molecular structure, C30H43N2O8P2Ti (the ωB97M-V functional and the def2-TZVPD basis).

Results
net charge	+2
DFT total energy	-92856.5583	eV
multiplicity	2
lowest unoccupied orbital energy (spin up / spin down)	-5.90 / -6.21	eV
expectation value of S²	0.757
highest occupied orbital energy (spin up / spin down)	-12.72 / -12.74	eV

Positions of all 86 atoms, in Å:
Ti1 0.78 0.25 -0.68
C1 0.15 0.29 -3.82
O1 1.15 0.37 -2.79
C2 2.49 0.43 -3.20
C3 2.88 0.60 -4.51
C4 4.25 0.66 -4.78
C5 5.18 0.54 -3.76
C6 4.76 0.36 -2.45
C7 3.40 0.29 -2.16
N1 2.85 0.10 -0.85
N2 3.75 -0.14 0.03
C8 3.49 -0.30 1.34
C9 2.21 -0.10 1.91
O2 1.19 0.20 1.15
C10 2.02 -0.20 3.30
C11 3.09 -0.50 4.10
C12 4.40 -0.72 3.58
C13 5.47 -1.04 4.44
C14 6.72 -1.25 3.93
C15 6.93 -1.16 2.55
C16 5.90 -0.86 1.69
C17 4.61 -0.63 2.19
H1 0.37 -0.55 -4.48
H2 0.12 1.22 -4.38
H3 -0.79 0.12 -3.31
H4 2.17 0.71 -5.31
H5 4.58 0.80 -5.80
H6 6.23 0.59 -3.98
H7 5.47 0.27 -1.64
H8 1.04 -0.03 3.71
H9 2.95 -0.58 5.17
H10 5.28 -1.11 5.51
H11 7.54 -1.49 4.59
H12 7.92 -1.33 2.15
H13 6.08 -0.80 0.63
C18 -3.95 -1.71 2.13
C19 -2.56 -2.30 2.17
C20 -1.86 -2.12 3.49
O3 -1.68 -1.63 1.17
P1 -1.88 -1.47 -0.35
O4 -0.51 -1.24 -0.98
C21 -2.90 -0.03 -0.69
P2 -2.11 1.53 -0.26
O5 -0.72 1.56 -0.89
O6 -2.97 2.71 -0.76
C22 -2.75 3.52 -1.99
C23 -3.51 4.81 -1.78
C24 -3.22 2.73 -3.19
O7 -2.14 1.51 1.28
C25 -1.85 2.62 2.23
C26 -0.69 3.46 1.75
C27 -3.13 3.40 2.46
O8 -2.65 -2.65 -0.98
C28 -2.03 -3.90 -1.54
C29 -3.11 -4.55 -2.36
C30 -1.51 -4.75 -0.41
H14 -4.55 -2.17 2.92
H15 -4.45 -1.91 1.19
H16 -3.91 -0.64 2.32
H17 -2.58 -3.35 1.88
H18 -1.82 -1.07 3.76
H19 -0.84 -2.52 3.45
H20 -2.40 -2.66 4.27
H21 -3.85 -0.10 -0.16
H22 -3.11 -0.02 -1.76
H23 -1.68 3.70 -2.04
H24 -4.57 4.61 -1.68
H25 -3.36 5.46 -2.64
H26 -3.16 5.33 -0.89
H27 -4.27 2.47 -3.09
H28 -2.63 1.81 -3.32
H29 -3.09 3.32 -4.09
H30 -1.57 2.07 3.13
H31 -0.95 4.00 0.83
H32 0.20 2.86 1.58
H33 -0.46 4.21 2.51
H34 -3.43 3.93 1.56
H35 -2.97 4.12 3.26
H36 -3.94 2.73 2.77
H37 -1.21 -3.55 -2.17
H38 -3.95 -4.84 -1.73
H39 -2.71 -5.45 -2.84
H40 -3.47 -3.88 -3.15
H41 -2.33 -5.08 0.23
H42 -0.76 -4.23 0.18
H43 -1.04 -5.65 -0.83